{
  "formula": "C29H104N2O23",
  "method": "ωB97M-V/def2-TZVPD",
  "homo_lumo_gap_ev": 9.7,
  "total_energy_ev": -81824.55693,
  "homo_ev": -9.27,
  "species": ["C", "O", "H", "H", "H", "H", "C", "O", "H", "H", "H", "H", "C", "O", "H", "H", "H", "H", "C", "O", "H", "H", "H", "H", "C", "O", "H", "H", "H", "H", "C", "O", "H", "H", "H", "H", "C", "O", "H", "H", "H", "H", "C", "O", "H", "H", "H", "H", "C", "O", "H", "H", "H", "H", "C", "O", "H", "H", "H", "H", "C", "O", "H", "H", "H", "H", "C", "O", "H", "H", "H", "H", "C", "O", "H", "H", "H", "H", "C", "O", "H", "H", "H", "H", "C", "O", "H", "H", "H", "H", "C", "O", "H", "H", "H", "H", "C", "O", "H", "H", "H", "H", "C", "O", "H", "H", "H", "H", "C", "O", "H", "H", "H", "H", "C", "C", "C", "O", "H", "H", "H", "H", "H", "H", "H", "H", "C", "C", "C", "O", "H", "H", "H", "H", "H", "H", "H", "H", "C", "C", "C", "O", "H", "H", "H", "H", "H", "H", "H", "H", "C", "O", "N", "N", "H", "H", "H", "H"],
  "coordinates": [[-1.26, 4.35, -0.89], [-2.36, 5.15, -0.55], [-1.38, 4.05, -1.94], [-0.23, 4.72, -0.83], [-1.32, 3.52, -0.23], [-2.21, 6.04, -0.88], [0.88, 4.74, -3.39], [1.26, 3.40, -3.14], [1.25, 5.35, -2.55], [1.37, 5.07, -4.29], [-0.18, 4.85, -3.43], [0.51, 2.88, -3.46], [-5.38, -0.22, 0.85], [-4.70, -1.36, 1.28], [-4.64, 0.45, 0.53], [-6.15, -0.43, 0.08], [-5.84, 0.31, 1.67], [-5.10, -1.60, 2.14], [-3.00, -2.83, -1.12], [-2.56, -1.98, -2.15], [-3.76, -2.49, -0.48], [-3.40, -3.77, -1.48], [-2.11, -3.08, -0.52], [-2.38, -2.49, -2.93], [2.56, 2.40, -5.72], [2.35, 0.92, -5.72], [2.59, 2.76, -4.70], [3.50, 2.73, -6.27], [1.76, 2.81, -6.31], [2.31, 0.58, -4.80], [-5.18, -1.25, 4.97], [-5.79, -2.03, 3.97], [-4.64, -1.78, 5.71], [-4.59, -0.50, 4.51], [-6.02, -0.73, 5.47], [-5.38, -2.89, 3.92], [3.39, 6.20, -1.06], [2.39, 7.13, -0.60], [4.30, 6.19, -0.46], [2.90, 5.22, -1.10], [3.55, 6.44, -2.08], [2.62, 7.98, -0.94], [-5.12, 5.19, -1.99], [-5.07, 3.83, -1.90], [-6.10, 5.56, -2.28], [-4.93, 5.62, -0.97], [-4.38, 5.49, -2.75], [-5.28, 3.53, -0.98], [-1.58, -3.51, 6.37], [-0.73, -3.03, 5.25], [-2.36, -4.10, 5.87], [-0.99, -4.11, 7.05], [-2.09, -2.69, 6.81], [-0.03, -2.42, 5.54], [-3.36, -4.71, 2.12], [-3.61, -3.77, 3.12], [-4.26, -5.27, 1.88], [-3.04, -4.27, 1.17], [-2.60, -5.32, 2.49], [-3.02, -3.03, 3.02], [2.72, -1.67, 6.94], [1.64, -1.64, 5.94], [2.69, -0.80, 7.61], [2.52, -2.60, 7.46], [3.70, -1.80, 6.42], [1.97, -1.31, 5.05], [4.69, -4.17, 0.57], [3.83, -4.00, 1.71], [3.98, -4.55, -0.20], [5.10, -3.24, 0.22], [5.56, -4.76, 0.77], [2.91, -4.01, 1.44], [0.92, 4.39, 1.92], [0.53, 3.33, 2.79], [1.78, 4.92, 2.37], [1.28, 4.06, 0.97], [0.10, 5.09, 1.69], [-0.32, 2.95, 2.34], [3.61, 1.13, -1.09], [3.39, -0.25, -1.24], [4.45, 1.39, -1.75], [2.77, 1.81, -1.34], [3.87, 1.38, -0.12], [2.90, -0.57, -0.41], [-0.29, 0.10, -8.20], [-0.07, 0.23, -6.84], [-1.22, 0.58, -8.43], [0.50, 0.57, -8.75], [-0.40, -0.93, -8.58], [0.91, 0.13, -6.65], [-0.41, 3.85, -6.54], [-1.47, 4.55, -5.94], [0.54, 4.34, -6.28], [-0.41, 2.80, -6.23], [-0.50, 3.83, -7.65], [-1.71, 4.13, -5.13], [1.12, -5.88, 4.20], [0.25, -4.93, 3.60], [1.10, -6.86, 3.66], [2.16, -5.50, 4.03], [0.91, -6.00, 5.27], [-0.11, -4.28, 4.22], [3.65, -1.46, -4.12], [2.69, -0.61, -3.54], [3.25, -2.46, -4.37], [4.02, -1.00, -4.99], [4.33, -1.62, -3.36], [2.92, -0.39, -2.62], [-4.47, 3.39, 2.22], [-4.33, 3.34, 0.80], [-4.79, 4.41, 2.57], [-5.32, 2.67, 2.49], [-3.59, 3.25, 2.84], [-3.85, 4.13, 0.46], [0.95, -4.66, -1.27], [0.50, -4.90, 0.14], [0.93, -6.40, 0.48], [1.08, -3.97, 1.05], [0.61, -3.62, -1.58], [0.37, -5.30, -1.97], [2.04, -4.72, -1.43], [-0.63, -4.81, 0.24], [2.04, -6.43, 0.56], [0.42, -7.12, -0.14], [0.54, -6.59, 1.49], [0.73, -4.15, 1.98], [5.01, -0.08, 2.20], [4.22, 0.04, 3.46], [2.96, 0.78, 3.23], [4.12, -1.24, 4.09], [4.58, -0.88, 1.47], [6.06, -0.33, 2.39], [5.07, 0.87, 1.62], [4.79, 0.70, 4.10], [3.25, 1.67, 2.62], [2.52, 1.15, 4.14], [2.26, 0.18, 2.69], [3.90, -1.93, 3.43], [-0.42, -0.71, 2.12], [0.26, -0.84, 0.70], [0.14, 0.43, -0.12], [1.67, -1.21, 0.86], [-0.45, -1.61, 2.67], [-1.38, -0.23, 1.93], [0.25, -0.04, 2.61], [-0.13, -1.70, 0.15], [0.46, 1.23, 0.42], [-0.93, 0.53, -0.22], [0.63, 0.39, -1.07], [1.67, -2.15, 1.08], [-1.61, 1.51, -3.29], [-1.50, 2.60, -3.86], [-2.43, 1.30, -2.17], [-0.83, 0.43, -3.70], [-3.12, 2.11, -2.26], [-2.64, 0.39, -2.00], [-0.88, -0.52, -3.27], [-0.44, 0.48, -4.62]],
  "lowdin_charge": [-0.14, -0.12, 0.07, 0.07, 0.06, 0.09, -0.15, -0.14, 0.06, 0.07, 0.06, 0.04, -0.16, -0.14, 0.05, 0.09, 0.07, 0.04, -0.15, -0.11, 0.04, 0.09, 0.06, 0.08, -0.07, -0.17, 0.05, 0.09, 0.03, 0.03, -0.14, -0.12, 0.07, 0.06, 0.09, 0.05, -0.14, -0.12, 0.08, 0.07, 0.06, 0.05, -0.21, -0.14, 0.07, 0.08, 0.09, 0.07, -0.06, -0.17, 0.08, 0.07, 0.06, 0.04, -0.13, -0.11, 0.09, 0.06, 0.06, 0.08, -0.09, -0.19, 0.08, 0.07, 0.08, 0.08, -0.12, -0.14, 0.08, 0.06, 0.07, 0.01, -0.18, -0.15, 0.09, 0.04, 0.08, 0.11, -0.12, -0.14, 0.10, 0.09, 0.03, 0.10, -0.18, -0.16, 0.07, 0.07, 0.08, 0.08, -0.18, -0.11, 0.05, 0.06, 0.09, 0.01, -0.12, -0.17, 0.08, 0.09, 0.08, 0.02, -0.13, -0.16, 0.09, 0.06, 0.05, -0.02, -0.14, -0.16, 0.09, 0.09, 0.06, 0.05, -0.07, -0.46, -0.03, -0.11, 0.09, 0.09, 0.08, 0.14, 0.09, 0.07, 0.05, 0.10, -0.06, -0.51, -0.06, -0.05, 0.11, 0.08, 0.08, 0.14, 0.10, 0.09, 0.04, 0.08, 0.00, -0.39, -0.02, -0.10, 0.04, 0.08, 0.05, 0.11, 0.04, 0.07, 0.07, 0.05, -0.58, -0.01, 0.19, 0.19, 0.14, 0.01, 0.11, 0.06]
}